No. 1
# C25H33I2O2P2PtSi

C25H33I2O2P2PtSi as an isolated structure at a distorted geometry (ωB97M-V with the def2-TZVPD basis set, the OMol25 dataset).

- Kohn-Sham gap (spin up / spin down): 6.5 / 4.7 eV
- Spin multiplicity: 5
- Net charge: +3
- E_LUMO (spin up / spin down): -9.391 / -11.710 eV
- Expectation value of S²: 6.04

Structure (XYZ):
```
66
Properties=species:S:1:pos:R:3:mulliken_spin:R:1
I -2.71 -2.19 1.33 1.055
I -3.41 -1.00 -1.71 1.126
Pt 1.64 -1.99 -1.29 0.000
P 3.82 -1.85 -0.37 -0.001
C 3.68 -0.82 1.18 0.002
C 4.20 -3.72 -0.44 0.000
H 5.32 -3.91 -0.29 0.000
H 5.50 -0.71 -1.65 0.000
H 3.86 -4.00 -1.50 0.000
H 4.30 -1.55 -2.67 0.000
H 2.81 -1.30 1.69 0.000
H 3.59 -4.25 0.36 0.000
C 4.47 -0.98 -1.76 0.000
H 4.61 -0.74 1.77 0.000
H 3.87 -0.10 -1.97 0.000
H 3.37 0.21 0.98 -0.001
P -0.52 -3.59 -1.44 0.023
C -2.43 -3.47 -1.07 0.484
C -1.16 -4.05 -3.18 -0.002
H 0.39 -5.80 -1.39 0.002
H -1.43 -5.89 -1.32 0.003
H -0.51 -5.47 0.17 0.000
C -0.52 -5.39 -0.92 0.008
H -0.33 -4.53 -3.71 0.005
H -1.99 -4.77 -3.04 0.004
H -3.04 -4.30 -1.42 -0.026
H -2.82 -2.51 -1.61 -0.069
H -1.52 -3.13 -3.68 0.001
H -2.87 -3.34 0.00 0.068
C 0.81 -0.69 -0.16 0.000
O -0.17 -0.83 0.55 0.081
O 1.27 0.58 -0.18 -0.010
Si -0.31 1.35 0.50 0.013
C -1.16 1.57 2.23 0.127
C -2.10 2.59 2.63 0.047
C -2.49 2.71 3.95 -0.011
C -2.08 1.86 4.96 0.054
C -1.27 0.83 4.56 0.022
C -0.76 0.76 3.26 0.013
C 0.66 2.91 0.65 0.231
C 0.37 3.98 -0.19 0.095
C 1.33 5.01 -0.34 0.053
C 2.54 4.93 0.36 0.243
C 2.72 3.94 1.42 0.051
C 1.75 2.94 1.51 0.063
C -1.70 1.69 -0.73 0.004
C -1.43 2.19 -1.99 0.079
C -2.47 2.25 -2.96 0.032
C -3.73 1.80 -2.64 0.034
C -4.07 1.50 -1.28 -0.031
C -3.04 1.57 -0.29 0.186
H -2.47 3.29 1.89 -0.007
H -3.14 3.53 4.31 0.000
H -2.30 1.96 6.03 0.000
H -1.00 0.07 5.28 0.002
H 0.04 0.04 3.04 -0.016
H -0.50 4.00 -0.84 -0.012
H 1.18 5.83 -1.07 0.002
H 3.36 5.58 0.15 0.003
H 3.61 4.05 2.01 0.004
H 1.92 2.10 2.22 -0.006
H -0.38 2.43 -2.26 -0.001
H -2.24 2.58 -3.98 0.001
H -4.52 1.72 -3.36 -0.005
H -5.11 1.23 -1.03 -0.009
H -3.29 1.29 0.72 -0.016
```

No. 2
# C25H33N3O3

An isolated molecule of C25H33N3O3 (ωB97M-V with the def2-TZVPD basis set, the OMol25 dataset).

- Kohn-Sham gap: 8.9 eV
- Structure (SMILES): CC(=O)c1cccc(NC(=O)N2CCC(NC(=O)[C@]34C[C@H]5C[C@H](C[C@H](C5)C3)C4)CC2)c1
- Spin multiplicity: 1
- E_LUMO: 0.162 eV

Structure (XYZ):
```
64
Properties=species:S:1:pos:R:3:lowdin_charge:R:1
C 3.43 8.35 -1.95 -0.017
C 2.61 7.20 -2.49 -0.403
O 1.58 7.39 -3.10 0.086
C 3.12 5.83 -2.24 -0.156
C 4.27 5.56 -1.50 -0.039
C 4.67 4.24 -1.33 -0.063
C 3.95 3.20 -1.87 -0.022
C 2.78 3.45 -2.60 -0.242
N 2.01 2.45 -3.17 0.138
C 2.15 1.06 -3.07 -0.512
O 1.99 0.37 -4.05 0.075
N 2.45 0.56 -1.83 -0.061
C 1.96 1.15 -0.60 -0.147
C 0.63 0.51 -0.19 -0.100
C 0.80 -1.01 -0.05 -0.314
N -0.45 -1.64 0.31 0.120
C -0.65 -2.20 1.53 -0.433
O 0.22 -2.22 2.38 0.067
C -2.02 -2.83 1.79 -0.345
C -3.02 -2.75 0.63 -0.102
C -4.34 -3.41 1.04 -0.291
C -4.09 -4.88 1.39 -0.121
C -3.10 -4.96 2.55 -0.290
C -3.68 -4.23 3.77 -0.117
C -3.93 -2.77 3.41 -0.291
C -4.92 -2.69 2.25 -0.121
C -2.62 -2.11 3.01 -0.079
C -1.79 -4.30 2.14 -0.079
C 1.34 -1.58 -1.36 -0.107
C 2.64 -0.87 -1.74 -0.138
C 2.39 4.77 -2.78 0.048
H 3.50 8.28 -0.87 0.088
H 4.44 8.32 -2.37 0.088
H 2.96 9.29 -2.23 0.084
H 4.85 6.35 -1.07 0.103
H 5.57 4.03 -0.78 0.107
H 4.29 2.18 -1.75 0.113
H 1.54 2.72 -4.03 0.154
H 1.83 2.23 -0.72 0.114
H 2.71 0.98 0.18 0.135
H 0.29 0.93 0.75 0.124
H -0.12 0.72 -0.96 0.126
H 1.49 -1.22 0.77 0.150
H -1.19 -1.62 -0.37 0.126
H -2.62 -3.26 -0.25 0.127
H -3.22 -1.70 0.37 0.126
H -5.04 -3.35 0.20 0.141
H -3.69 -5.40 0.52 0.120
H -5.03 -5.35 1.67 0.120
H -2.92 -6.01 2.80 0.141
H -2.98 -4.30 4.60 0.122
H -4.62 -4.71 4.07 0.120
H -4.35 -2.25 4.28 0.141
H -5.87 -3.15 2.53 0.120
H -5.12 -1.64 2.00 0.120
H -1.90 -2.15 3.83 0.129
H -2.79 -1.05 2.77 0.133
H -1.36 -4.82 1.28 0.133
H -1.06 -4.35 2.96 0.129
H 1.52 -2.65 -1.26 0.123
H 0.62 -1.43 -2.16 0.123
H 3.00 -1.23 -2.70 0.125
H 3.40 -1.05 -0.97 0.131
H 1.50 5.00 -3.35 0.125
```

No. 3
# C25H33N5O3

A 2-piece molecular cluster, C25H33N5O3 overall at a distorted geometry (ωB97M-V with the def2-TZVPD basis set, the OMol25 dataset).

- Kohn-Sham gap: 8.0 eV
- Structure (SMILES): N#Cc1c(N)nc2ccccc2c1O[C@@H]1C=CCCC1.CC[C@H](C)[C@H](NC(C)=O)C(=O)NC
- Spin multiplicity: 1
- E_LUMO: -0.337 eV

Structure (XYZ):
```
66
Properties=species:S:1:pos:R:3:lowdin_charge:R:1
N -3.11 0.39 -3.36 0.183
C -3.09 -0.27 -2.40 -0.175
C -3.00 -1.11 -1.25 -0.095
C -2.33 -2.32 -1.35 -0.372
N -1.71 -2.76 -2.48 0.149
N -2.18 -3.20 -0.38 0.157
C -2.74 -2.91 0.80 -0.239
C -2.62 -3.85 1.82 -0.010
C -3.20 -3.63 3.08 -0.066
C -3.89 -2.44 3.32 -0.079
C -4.01 -1.48 2.30 0.008
C -3.45 -1.71 1.03 -0.090
C -3.57 -0.78 -0.01 -0.147
O -4.30 0.36 0.21 -0.005
C -3.68 1.66 0.04 -0.290
C -2.27 1.72 0.61 -0.006
C -1.85 2.69 1.49 -0.053
C -2.76 3.79 1.97 -0.200
C -3.94 3.99 1.02 -0.193
C -4.63 2.65 0.74 -0.130
H -1.11 -3.55 -2.30 0.110
H -1.42 -2.05 -3.14 0.081
H -2.08 -4.77 1.62 0.110
H -3.10 -4.37 3.86 0.104
H -4.33 -2.25 4.29 0.102
H -4.55 -0.56 2.51 0.116
H -3.63 1.92 -1.02 0.136
H -1.56 0.97 0.29 0.081
H -0.82 2.67 1.85 0.098
H -2.20 4.72 2.05 0.110
H -3.13 3.53 2.97 0.117
H -4.65 4.69 1.46 0.112
H -3.59 4.42 0.08 0.120
H -5.51 2.81 0.11 0.120
H -4.97 2.22 1.69 0.124
C 0.60 -0.19 -2.65 -0.101
C 1.70 0.57 -1.89 -0.211
C 2.23 -0.17 -0.64 -0.310
C 1.13 -0.26 0.43 -0.036
C 3.52 0.51 -0.11 -0.169
N 4.56 0.52 -1.16 0.087
C 5.63 1.31 -1.13 -0.562
C 6.57 1.21 -2.32 0.002
O 5.88 2.09 -0.22 0.065
C 4.00 -0.08 1.24 -0.464
O 3.64 0.44 2.28 0.047
N 4.81 -1.15 1.32 0.044
C 5.31 -2.02 0.25 -0.063
H 0.94 -1.20 -2.88 0.076
H 0.37 0.33 -3.58 0.081
H -0.30 -0.24 -2.04 0.036
H 1.31 1.55 -1.60 0.121
H 2.50 0.73 -2.61 0.098
H 2.49 -1.19 -0.94 0.127
H 0.25 -0.77 0.05 0.064
H 1.48 -0.83 1.29 0.084
H 0.86 0.74 0.77 0.083
H 3.26 1.55 0.11 0.160
H 4.44 -0.08 -1.95 0.135
H 6.01 1.37 -3.24 0.080
H 7.34 1.97 -2.22 0.087
H 7.03 0.23 -2.32 0.076
H 5.07 -1.38 2.26 0.143
H 6.12 -1.52 -0.28 0.072
H 4.51 -2.27 -0.44 0.073
H 5.70 -2.94 0.69 0.087
```

No. 4
# C25H33O2SeTi

C25H33O2SeTi as an isolated structure at a distorted geometry (ωB97M-V with the def2-TZVPD basis set, the OMol25 dataset).

- Kohn-Sham gap (spin up / spin down): 7.0 / 7.4 eV
- Spin multiplicity: 2
- E_LUMO (spin up / spin down): 0.395 / 0.415 eV
- Expectation value of S²: 0.76

Structure (XYZ):
```
62
Properties=species:S:1:pos:R:3:mulliken_spin:R:1
O -3.17 -0.22 -0.65 0.002
C -4.22 0.04 0.31 0.000
C -4.92 -1.29 0.01 0.000
H -4.78 0.92 0.00 0.000
H -3.83 0.13 1.33 0.000
C -3.87 -1.35 -1.17 0.000
H -5.93 -1.33 -0.36 0.000
H -4.77 -2.00 0.85 0.000
C -4.29 -0.89 -2.58 0.000
H -4.03 0.17 -2.63 0.000
H -5.35 -1.11 -2.79 0.000
H -3.65 -1.40 -3.30 0.000
C -3.08 -2.61 -1.14 -0.001
H -3.08 -3.02 -0.13 0.001
H -2.06 -2.46 -1.51 0.001
H -3.63 -3.34 -1.74 0.000
Ti 1.41 0.53 0.19 0.871
C 0.32 -2.08 1.41 0.023
C 1.21 -1.02 1.81 -0.017
C 0.38 0.11 2.22 0.023
H 2.24 -1.17 2.10 0.000
C -0.99 -0.30 2.03 0.039
C -1.00 -1.63 1.54 -0.027
H -1.88 -2.24 1.35 -0.001
H 0.61 -3.10 1.13 0.002
H 0.71 0.90 2.89 0.000
H -1.88 0.24 2.35 0.004
C 2.13 -1.25 -0.87 -0.025
C 0.88 -1.79 -1.34 0.025
C 0.35 -0.92 -2.31 -0.036
H 0.46 -2.76 -1.08 -0.002
C 1.28 0.14 -2.53 0.055
C 2.39 -0.05 -1.64 -0.003
H 3.30 0.56 -1.62 0.003
H 2.85 -1.75 -0.23 0.010
H -0.63 -1.03 -2.78 0.001
H 1.29 0.86 -3.36 0.002
O 0.11 1.65 -0.68 -0.003
C -0.85 1.88 -1.88 0.008
C -1.28 3.35 -1.82 0.000
H -1.69 1.15 -1.88 -0.003
H -0.26 1.69 -2.78 -0.002
C -0.39 4.03 -0.78 0.009
H -2.31 3.37 -1.45 0.000
H -1.22 3.83 -2.81 0.000
C 0.69 2.99 -0.43 0.043
H -0.95 4.22 0.15 0.000
H 0.14 4.93 -1.13 0.000
H 0.93 3.19 0.62 -0.009
H 1.57 3.11 -1.09 -0.005
Se 3.06 2.14 0.92 -0.005
C 3.82 0.69 1.86 -0.003
C 4.66 -0.18 1.14 -0.002
C 5.45 -1.07 1.85 -0.003
C 5.34 -1.14 3.25 0.002
C 4.46 -0.30 3.96 0.000
C 3.68 0.61 3.27 0.017
H 4.72 -0.05 0.05 0.002
H 6.15 -1.70 1.29 0.000
H 6.01 -1.80 3.80 0.000
H 4.39 -0.35 5.04 0.000
H 3.00 1.31 3.76 0.004
```

No. 5
# C25H34BIrN9

C25H34BIrN9 as an isolated structure at a distorted geometry (ωB97M-V with the def2-TZVPD basis set, the OMol25 dataset).

- Kohn-Sham gap (spin up / spin down): 5.7 / 4.0 eV
- Spin multiplicity: 5
- Net charge: +3
- E_LUMO (spin up / spin down): -10.369 / -11.946 eV
- Expectation value of S²: 6.17

Structure (XYZ):
```
70
Properties=species:S:1:pos:R:3:mulliken_spin:R:1
Ir 0.00 0.00 0.00 0.217
C 3.16 1.50 -0.38 0.045
C 2.30 1.19 -1.54 0.007
C 2.56 1.43 -2.99 0.451
C 1.43 0.96 -3.67 -0.092
N 0.55 0.46 -2.69 0.782
N 1.87 0.12 -1.16 0.725
B -0.90 -0.18 -2.79 0.187
N -1.90 0.69 -1.92 0.671
C -3.08 1.38 -2.24 -0.058
C -3.52 1.99 -1.07 0.308
C -2.53 1.64 -0.01 0.103
C -2.51 2.02 1.41 0.007
N -2.14 0.49 0.11 -0.134
N -0.83 -1.65 -2.13 0.006
C -1.08 -2.98 -2.55 0.009
C -0.82 -3.82 -1.47 -0.001
C -0.39 -2.94 -0.38 -0.033
C 0.01 -3.31 1.01 0.027
N -0.44 -1.71 -0.89 0.018
N -1.37 -0.12 -4.29 0.008
C -1.74 -1.07 -5.18 0.007
C -2.06 -0.46 -6.37 0.010
C -1.86 0.88 -6.15 0.031
C -2.07 1.98 -7.13 -0.001
N -1.45 1.07 -4.89 -0.005
H 4.11 1.96 -0.73 0.003
H 3.39 0.56 0.16 0.011
H 2.63 2.20 0.30 0.027
H 3.44 1.87 -3.43 -0.016
H 1.27 0.97 -4.74 0.029
H -3.56 1.42 -3.21 0.036
H -4.41 2.60 -0.95 -0.022
H -3.39 2.66 1.64 -0.012
H -1.58 2.59 1.63 -0.018
H -2.54 1.11 2.04 0.002
H -1.41 -3.34 -3.49 0.001
H -0.91 -4.90 -1.45 0.001
H -0.05 -4.42 1.14 0.005
H -0.67 -2.82 1.74 0.002
H 1.05 -2.98 1.20 -0.003
H -1.79 -2.12 -5.03 -0.002
H -2.39 -0.94 -7.28 0.000
H -2.42 1.58 -8.11 0.000
H -1.11 2.53 -7.29 0.003
H -2.83 2.69 -6.74 0.003
C 3.05 3.00 2.74 0.011
N 1.89 3.70 3.39 -0.001
C 1.87 5.16 3.07 0.000
C 0.57 3.00 3.15 0.011
C 0.11 2.92 1.73 -0.065
C -0.67 3.93 1.15 0.021
C -1.07 3.83 -0.19 0.015
C -0.69 2.73 -0.95 0.015
C 0.08 1.72 -0.38 0.015
C 0.47 1.82 0.95 0.324
H 3.97 3.46 3.13 0.000
H 2.99 3.14 1.66 -0.001
H 3.02 1.95 3.02 0.001
H 2.05 3.63 4.40 0.000
H 1.79 5.30 1.99 0.000
H 2.79 5.60 3.45 0.000
H 1.01 5.61 3.58 0.000
H -0.18 3.53 3.77 0.000
H 0.66 2.00 3.58 0.000
H -1.00 4.80 1.72 -0.001
H -1.68 4.61 -0.64 0.011
H -1.01 2.65 -1.99 0.021
H 0.36 0.85 -0.97 0.077
H 0.38 -0.86 1.45 0.201
```

No. 6
# C25H34CaGeN3O8S2

C25H34CaGeN3O8S2 as an isolated structure at a distorted geometry (ωB97M-V with the def2-TZVPD basis set, the OMol25 dataset).

- Kohn-Sham gap: 6.5 eV
- Spin multiplicity: 1
- Net charge: -1
- E_LUMO: 1.731 eV

Structure (XYZ):
```
74
Properties=species:S:1:pos:R:3:lowdin_charge:R:1
Ca -1.48 -1.11 0.40 1.218
C -0.83 0.44 4.42 -0.115
C -0.34 -0.43 3.29 -0.752
S 0.31 0.38 1.86 0.580
C -0.42 -1.76 3.34 -0.780
C -1.04 -2.45 4.54 -0.119
S 0.12 -2.79 2.02 0.562
H -0.56 1.49 4.26 0.058
H -0.39 0.13 5.38 0.072
H -1.91 0.38 4.52 0.075
H -0.55 -2.16 5.47 0.072
H -0.96 -3.54 4.44 0.055
H -2.09 -2.20 4.61 0.077
C -4.01 0.98 -2.53 0.016
C -4.32 0.67 -1.11 -0.336
N -3.60 -0.07 -0.29 0.083
C -4.27 -0.07 0.93 -0.119
C -5.40 0.69 0.82 -0.084
N -5.41 1.15 -0.47 0.180
C -6.50 1.06 1.74 -0.497
O -6.37 0.68 2.99 0.127
O -7.43 1.72 1.32 0.079
C -3.81 -0.92 2.08 -0.576
O -4.28 -0.65 3.20 0.042
O -2.99 -1.82 1.78 -0.172
H -3.13 0.42 -2.85 0.064
H -3.82 2.04 -2.67 0.089
H -4.85 0.70 -3.17 0.086
H -6.15 1.73 -0.84 0.170
H -5.51 0.14 3.10 0.037
C 6.71 -0.14 0.36 -0.125
C 5.28 0.07 0.84 -0.287
C 4.27 0.01 -0.30 -0.303
C 2.83 0.21 0.16 -0.379
Ge 2.05 -1.30 1.20 0.623
C 2.54 -2.89 0.13 -0.374
C 1.81 -3.13 -1.19 -0.291
C 2.34 -2.32 -2.37 -0.279
C 1.59 -2.63 -3.66 -0.110
H 7.44 -0.07 1.17 0.062
H 6.99 0.60 -0.40 0.067
H 6.83 -1.13 -0.10 0.069
H 5.20 1.04 1.34 0.109
H 5.03 -0.68 1.60 0.087
H 4.38 -0.95 -0.81 0.078
H 4.54 0.77 -1.04 0.109
H 2.17 0.37 -0.70 0.039
H 2.74 1.10 0.79 0.037
H 2.82 -1.39 2.54 -0.017
H 2.37 -3.73 0.81 0.027
H 3.62 -2.84 -0.05 0.055
H 0.74 -2.91 -1.09 0.079
H 1.87 -4.20 -1.45 0.108
H 3.41 -2.53 -2.50 0.105
H 2.26 -1.26 -2.15 0.087
H 1.65 -3.69 -3.90 0.068
H 1.99 -2.07 -4.51 0.068
H 0.53 -2.36 -3.57 0.052
O -0.91 -0.49 -3.50 0.021
C -0.59 0.03 -2.43 -0.632
O -0.44 -0.56 -1.31 -0.278
C -0.34 1.53 -2.43 -0.113
C -0.03 2.16 -3.64 -0.005
C 0.20 3.52 -3.69 -0.059
C 0.08 4.29 -2.55 -0.010
C -0.25 3.65 -1.37 -0.133
C -0.44 2.29 -1.27 0.051
N -0.41 4.48 -0.15 -0.351
O 0.01 5.62 -0.18 0.059
O -0.98 3.98 0.80 0.083
H 0.03 1.54 -4.52 0.118
H 0.45 3.99 -4.63 0.103
H 0.24 5.36 -2.55 0.114
H -0.65 1.84 -0.31 0.073
```

No. 7
# C25H34Cl3F7KMgN4NaO10S2

C25H34Cl3F7KMgN4NaO10S2 as an isolated structure at a distorted geometry (ωB97M-V with the def2-TZVPD basis set, the OMol25 dataset).

- Kohn-Sham gap: 1.4 eV
- Spin multiplicity: 1
- E_LUMO: -6.012 eV

Structure (XYZ):
```
88
Properties=species:S:1:pos:R:3:lowdin_charge:R:1
C 1.63 1.61 5.04 -0.120
C 2.13 1.27 3.99 -0.150
C 2.64 0.55 2.79 -0.157
C 1.81 0.93 1.52 -0.313
C 2.35 -0.03 0.46 -0.144
N 2.69 -0.46 -0.55 0.235
C 0.40 0.33 1.86 -0.159
C -0.62 0.25 0.68 -0.207
C -1.93 -0.50 1.13 -0.168
C -2.74 0.35 2.22 -0.186
N -3.25 1.63 1.73 -0.106
C -3.50 2.04 0.46 -0.179
C -4.04 3.40 0.61 -0.122
C -4.04 3.70 2.01 -0.037
C -3.52 2.57 2.69 -0.045
C 1.83 2.43 1.11 -0.180
C 0.56 3.02 1.75 -0.149
N -0.46 3.52 1.92 0.254
C 2.99 3.31 1.72 -0.129
C 2.52 4.70 2.29 -0.078
C 1.85 2.72 -0.42 -0.369
F 0.93 1.99 -1.10 0.049
F 3.03 2.38 -0.97 0.156
C 1.62 4.19 -0.92 -0.514
F 1.53 4.07 -2.27 0.114
F 2.67 4.99 -0.76 0.192
F 0.47 4.76 -0.56 0.152
H 1.38 1.88 6.06 -0.082
H 3.69 0.86 2.61 0.129
H 2.66 -0.54 2.92 0.131
H -0.02 0.71 2.81 0.095
H 0.63 -0.74 2.09 0.125
H -0.87 1.28 0.35 0.014
H -0.21 -0.31 -0.18 0.126
H -1.58 -1.47 1.61 0.068
H -2.55 -0.82 0.27 0.097
H -2.15 0.48 3.20 0.058
H -3.67 -0.27 2.47 0.152
H -3.36 1.43 -0.46 -0.066
H -4.42 4.10 -0.18 0.053
H -4.38 4.60 2.52 0.115
H -3.39 2.48 3.76 0.143
H 3.53 2.87 2.57 0.110
H 3.77 3.57 0.98 0.122
H 3.46 5.27 2.43 0.097
H 1.93 5.29 1.57 0.063
H 2.07 4.62 3.29 0.035
C 5.19 -2.89 -2.36 -0.035
C 4.63 -4.04 -3.15 -0.350
C 3.13 -4.14 -3.11 -0.091
O 2.91 -5.54 -3.30 0.067
C 4.02 -6.18 -2.83 -0.552
O 4.09 -7.35 -2.65 0.166
O 5.02 -5.30 -2.59 0.091
H 5.00 -3.02 -1.30 0.086
H 6.27 -2.84 -2.49 0.073
H 4.76 -1.94 -2.69 0.091
H 5.01 -4.00 -4.20 0.136
H 2.65 -3.56 -3.89 0.143
H 2.71 -3.85 -2.14 0.137
N -4.70 -4.61 -1.23 -0.284
S -5.90 -4.04 -2.10 0.491
O -5.60 -2.89 -2.90 -0.295
O -7.20 -4.11 -1.52 -0.277
F -5.96 -5.19 -3.19 -0.179
S -4.31 -3.66 -0.05 0.472
O -3.04 -3.99 0.54 -0.313
O -5.33 -3.28 0.87 -0.300
F -3.95 -2.26 -0.78 -0.243
Na -3.29 4.96 -1.01 0.631
Cl 2.00 3.86 6.07 -0.276
Mg -2.12 1.60 -1.47 0.882
C -5.31 -4.70 3.86 -0.170
O -5.06 -5.76 2.95 -0.110
H -5.34 -3.77 3.30 0.052
H -6.27 -4.85 4.35 0.081
H -4.51 -4.66 4.61 0.066
H -5.04 -6.58 3.46 0.077
O 1.76 1.93 -4.22 -0.195
H 1.97 2.77 -3.79 -0.084
O 6.86 -3.66 -4.76 -0.139
H 7.17 -4.56 -4.59 -0.012
C 0.80 3.66 -6.84 -1.038
Cl 0.77 3.65 -8.61 0.502
Cl -0.72 4.29 -6.18 0.460
H 0.94 2.65 -6.48 0.001
H 1.61 4.30 -6.51 0.025
K -1.67 -1.48 3.83 0.987
```